[1]
Formula: C8H10ErO6P
Source: OMol25
Level of theory: the ωB97M-V functional and the def2-TZVPD basis

Summary:
- Frontier orbital gap (alpha / beta): 6.0 / 6.1 eV
- HOMO (alpha / beta): -0.561 / -0.561 Eh
- Expectation value of S²: 3.753
- Energy relative to the best compared isomer or geometry (same formula, charge and spin): 0.0 kcal/mol

ORCA input file:
```
! RIJCOSX wB97M-V def2-TZVPD def2/J DEFGRID3
* xyz 2 4
O 0.73388 0.03377 -4.33254
C 0.20084 0.05526 -3.31832
Er 0.97883 0.13662 0.41172
O 3.11898 -0.03559 -2.56542
C 2.36967 0.01365 -1.67516
C -1.35436 -0.09475 -0.45807
O -2.28650 -0.13387 0.33884
C -0.01773 -1.91509 -0.30406
O -0.53266 -2.90108 -0.65304
C -0.05715 2.09749 -0.44509
O -0.62362 3.03705 -0.82453
H -1.58960 0.04010 -1.52192
C 1.27784 0.40998 5.20755
P 0.17708 0.05753 3.84414
C -0.40047 -1.64588 3.89951
C -1.23273 1.12621 3.85550
O 0.90951 0.23263 2.50062
H 0.80723 1.12860 5.88634
H 2.21504 0.84075 4.82956
H 1.50042 -0.49622 5.78270
H -0.85972 -1.90189 4.87702
H -1.16347 -1.74664 3.11404
H 0.42974 -2.34573 3.67108
H -1.02404 1.98272 3.20622
H -2.08118 0.56103 3.45382
H -1.49572 1.46343 4.87288
*
```

=====

[2]
Formula: C26H34N4O4
Source: OMol25
Level of theory: the ωB97M-V functional and the def2-TZVPD basis

Summary:
- Frontier orbital gap: 9.3 eV
- HOMO: -0.320 Eh
- Structure (SMILES): CCOc1ccc(N(CC(=O)NC2CCCCC2)C(=O)CCCC(=O)Nc2ccccn2)cc1
- Energy relative to the best compared isomer or geometry (same formula, charge and spin): 8.4 kcal/mol

ORCA input file:
```
! RIJCOSX wB97M-V def2-TZVPD def2/J DEFGRID3
* xyz 0 1
C 1.64410 -3.01884 -4.89446
C 2.95810 -2.36333 -4.47902
O 2.95375 -1.95141 -3.12663
C 2.25112 -0.85623 -2.74829
C 1.62285 0.04471 -3.60443
C 0.92555 1.12320 -3.08705
C 0.82691 1.31545 -1.71664
N 0.06593 2.39629 -1.19499
C 0.79603 3.41634 -0.45165
C 0.74826 3.12306 1.05827
O 1.68931 2.63881 1.65549
N -0.43020 3.43748 1.61273
C -0.78237 3.10534 2.97792
C -1.71800 1.89275 3.00483
C -2.11516 1.55454 4.43813
C -2.77950 2.75394 5.10658
C -1.84386 3.95870 5.08457
C -1.44963 4.30329 3.65144
C -1.28541 2.46446 -1.25095
O -1.89662 3.40879 -0.77346
C -1.99822 1.28703 -1.88656
C -1.92852 0.05730 -0.96524
C -1.91009 -1.24781 -1.76776
C -1.67699 -2.42843 -0.83885
O -2.56150 -3.16671 -0.47156
N -0.37055 -2.53552 -0.45992
C 0.21758 -3.44163 0.41504
C -0.47395 -4.46759 1.05827
C 0.24319 -5.29481 1.90237
C 1.60367 -5.08114 2.07782
C 2.19005 -4.03236 1.38987
N 1.52041 -3.23191 0.58015
C 1.49894 0.44754 -0.85912
C 2.19532 -0.62830 -1.36846
H 0.82133 -2.30861 -4.85738
H 1.41720 -3.84299 -4.22265
H 1.73046 -3.40225 -5.90715
H 3.20630 -1.52539 -5.14203
H 3.76900 -3.09439 -4.53290
H 1.67548 -0.06981 -4.67555
H 0.45497 1.82458 -3.76086
H 1.83438 3.41108 -0.78462
H 0.33706 4.38736 -0.65537
H -1.18081 3.74451 1.00191
H 0.15372 2.85843 3.49010
H -1.21869 1.03828 2.54217
H -2.61059 2.12204 2.41693
H -1.22289 1.27337 5.00173
H -2.79540 0.70058 4.43939
H -3.70140 3.00085 4.57523
H -3.04267 2.50625 6.13669
H -0.94502 3.72997 5.66128
H -2.33066 4.81838 5.54911
H -0.76624 5.15440 3.64205
H -2.34078 4.57785 3.08161
H -1.54765 1.05346 -2.84945
H -3.03499 1.57908 -2.05368
H -1.02791 0.10650 -0.35040
H -2.78364 0.05492 -0.28833
H -2.86642 -1.38840 -2.27202
H -1.11341 -1.20946 -2.51400
H 0.30356 -1.86892 -0.82533
H -1.52966 -4.59727 0.89365
H -0.25632 -6.10086 2.41967
H 2.18953 -5.70960 2.72936
H 3.24566 -3.81427 1.48577
H 1.48257 0.62022 0.20601
H 2.70134 -1.31975 -0.71338
*
```

=====

[3]
Formula: C41H56NOP3S2Sn
Source: OMol25
Level of theory: the ωB97M-V functional and the def2-TZVPD basis

Summary:
- Frontier orbital gap: 5.2 eV
- HOMO: -0.032 Eh

ORCA input file:
```
! RIJCOSX wB97M-V def2-TZVPD def2/J DEFGRID3
* xyz -2 1
Sn -3.74975 -2.35787 20.18351
S -3.58200 -3.58247 23.53140
P -5.14864 -4.29609 22.45276
C -5.42313 -3.72150 20.90740
P -7.00637 -3.46524 20.10814
S -7.95152 -1.68146 20.03703
C -8.26426 -4.78573 20.70223
C -8.03973 -6.08395 20.22524
C -8.92470 -7.10953 20.42918
C -10.02455 -6.93509 21.21804
C -10.26595 -5.65774 21.75362
C -9.42288 -4.62615 21.42491
C -7.06240 -4.09925 18.38906
C -8.31519 -4.08340 17.77001
C -8.45439 -4.43840 16.39785
C -7.29821 -4.76784 15.73027
C -6.01386 -4.76913 16.32862
C -5.89824 -4.55281 17.69383
C -4.95727 -6.14938 22.45522
C -4.94700 -6.79938 21.23792
C -4.61149 -8.14523 21.21941
C -4.39594 -8.87078 22.35211
C -4.59325 -8.25207 23.59286
C -4.77848 -6.86830 23.62811
C -6.72766 -4.15288 23.36199
C -7.08630 -2.82039 23.55497
C -8.25447 -2.56306 24.28792
C -9.00463 -3.63917 24.77037
C -8.65214 -4.91958 24.55422
C -7.47585 -5.22233 23.87954
H -7.25326 -6.23620 19.53561
H -8.79501 -8.07807 19.98547
H -10.74210 -7.69985 21.46647
H -11.13410 -5.47765 22.33426
H -9.60908 -3.62678 21.78855
H -9.19430 -3.74216 18.31922
H -9.39413 -4.43798 15.90178
H -7.52491 -5.15393 14.64239
H -5.18125 -5.03724 15.71934
H -4.99456 -4.52252 18.23825
H -5.00463 -6.12629 20.32925
H -4.52346 -8.60894 20.28143
H -3.91506 -9.82903 22.32154
H -4.45039 -8.68876 24.61102
H -4.83080 -6.39759 24.56878
H -6.50218 -2.02366 23.15027
H -8.66004 -1.56432 24.54684
H -9.86566 -3.43033 25.38633
H -9.18322 -5.75588 25.00801
H -7.24549 -6.24453 23.62693
C -0.59617 -4.78681 18.37905
C -1.38044 -4.29640 19.66666
C -1.37523 -5.36148 20.73947
C -0.54893 -3.04980 20.22900
O -2.69704 -3.98045 19.30481
H 0.51954 -4.73183 18.39803
H -1.02049 -4.26878 17.54296
H -0.82096 -5.86330 18.21167
H -0.39139 -5.44178 21.09584
H -1.74687 -6.27140 20.33491
H -2.01695 -4.98352 21.54424
H 0.43511 -3.36726 20.60665
H -1.04100 -2.56865 21.05377
H -0.43224 -2.24847 19.49977
C -2.55927 0.90601 18.86996
C -3.96408 1.07645 18.19667
C -4.95675 1.03528 19.38224
C -3.94944 2.44109 17.53361
P -4.37105 -0.56600 17.25774
N -4.50240 -1.75572 18.20101
C -3.03079 -0.96903 16.03114
C -1.69477 -1.03526 16.76540
C -2.66807 -0.02171 14.84646
C -3.35794 -2.40440 15.60772
C -5.89863 -0.10205 16.28745
C -5.60661 0.84575 15.06001
C -6.99582 0.62475 17.12815
C -6.66292 -1.32885 15.86174
H -2.66066 1.57538 19.71456
H -1.67233 1.14397 18.29629
H -2.60226 -0.12857 19.36335
H -5.26946 2.03368 19.66882
H -4.50085 0.64590 20.25474
H -5.77827 0.34490 19.29182
H -3.60185 3.11363 18.26487
H -4.99603 2.74141 17.34623
H -3.28252 2.46426 16.66744
H -1.22258 -0.03543 16.82846
H -1.10787 -1.64554 16.09764
H -1.79416 -1.38140 17.76280
H -2.85796 1.05029 15.05274
H -3.16254 -0.24555 13.91529
H -1.60310 -0.02197 14.67779
H -3.42585 -3.12768 16.41945
H -2.56875 -2.69011 14.89517
H -4.30109 -2.25626 15.03034
H -4.92020 1.70960 15.23338
H -6.59470 1.37893 14.73913
H -5.25308 0.31094 14.22383
H -6.63573 1.66362 17.50661
H -7.35123 0.01887 17.97971
H -7.83668 0.82665 16.45007
H -6.17300 -1.92960 15.19344
H -7.63930 -1.03249 15.45192
H -6.86416 -1.85877 16.83097
*
```

=====

[4]
Formula: C35H30N11O6SbSe4Ti
Source: OMol25
Level of theory: the ωB97M-V functional and the def2-TZVPD basis

Summary:
- Frontier orbital gap (alpha / beta): 5.4 / 5.5 eV
- HOMO (alpha / beta): -0.149 / -0.150 Eh
- Expectation value of S²: 0.783
- Energy relative to the best compared isomer or geometry (same formula, charge and spin): 50.9 kcal/mol

ORCA input file:
```
! RIJCOSX wB97M-V def2-TZVPD def2/J DEFGRID3
* xyz -1 2
Ti -1.75119 -1.95861 -0.16013
O 0.06431 -2.39363 -0.32135
C 0.46141 -3.30255 -1.19484
C -0.37550 -4.13596 -1.99208
C 0.24852 -5.14044 -2.75907
C -0.48617 -5.97206 -3.56551
C -1.86847 -5.85273 -3.68644
C -2.50944 -4.88337 -2.94261
C -1.81164 -4.03356 -2.08118
O -2.49845 -3.17174 -1.35450
N 0.20989 -7.02811 -4.31390
O 1.41925 -7.11810 -4.19662
O -0.45833 -7.76364 -5.01748
H 1.53378 -3.46689 -1.24780
H 1.31904 -5.27707 -2.69284
H -2.41304 -6.51314 -4.34346
H -3.58345 -4.76288 -2.99391
Se -5.13963 1.02087 3.31855
Sb -6.03324 -1.02034 2.31199
Se -1.84740 -3.69000 1.50332
Se -3.60679 -2.18062 1.37307
Se -7.32816 -0.13753 0.42823
C -2.57048 2.16490 0.91122
C -2.86432 0.98079 0.04891
O -2.02599 0.06320 -0.05747
N -4.02416 0.95646 -0.59323
C -4.46817 -0.09810 -1.50293
C -3.62051 -0.24274 -2.74191
C -4.08809 0.17772 -3.98262
C -3.32126 -0.06273 -5.10910
C -2.11660 -0.73238 -4.96552
C -1.72564 -1.11382 -3.69284
N -2.45066 -0.86892 -2.60324
H -3.21043 2.10517 1.79829
H -2.81225 3.09160 0.38997
H -1.52242 2.15710 1.19683
H -4.75275 1.57867 -0.26253
H -5.49869 0.13053 -1.75404
H -4.48280 -1.06295 -0.99202
H -5.05292 0.66354 -4.04493
H -3.65814 0.25904 -6.08653
H -1.49274 -0.96518 -5.81755
H -0.79085 -1.64282 -3.53876
C 1.38798 -1.37088 5.05933
N 0.39725 -1.11819 4.04879
C 0.44998 -1.26609 2.72237
N -0.67649 -0.88765 2.17721
C -1.41686 -0.46137 3.24240
N -0.80014 -0.58328 4.39955
C 2.35171 -0.23569 5.30261
C 3.21803 -0.34198 6.38825
C 4.10529 0.68129 6.68909
C 4.13759 1.82266 5.89701
C 3.29601 1.90727 4.79370
C 2.40507 0.88504 4.50144
C 3.40357 3.08499 3.93028
N 3.86939 4.24500 4.23654
N 3.83376 5.00184 3.05996
C 3.36189 4.22490 2.14898
O 3.05876 2.99762 2.62388
C 3.23632 4.50623 0.71708
C 3.15465 5.82981 0.28928
C 3.12104 6.10567 -1.06427
C 3.17520 5.07112 -1.99235
C 3.26615 3.75334 -1.57119
C 3.31469 2.62592 -2.57804
N 2.13144 1.78446 -2.52793
C 1.92597 0.64568 -1.84805
N 0.68347 0.24129 -1.99140
C 0.14981 1.20818 -2.77982
N 0.98661 2.16310 -3.13288
C 3.28112 3.47480 -0.20977
H 1.93716 -2.27926 4.80466
H 0.83339 -1.55665 5.97820
H 1.29477 -1.68618 2.19862
H -2.42210 -0.06605 3.16729
H 3.18708 -1.23163 7.00757
H 4.76978 0.59148 7.53819
H 4.81139 2.64103 6.10958
H 1.73249 0.98562 3.65742
H 3.10677 6.61813 1.02793
H 3.05473 7.13079 -1.40386
H 3.15164 5.29486 -3.05200
H 4.17341 1.98105 -2.38947
H 3.38282 3.03301 -3.58443
H 2.70021 0.14114 -1.29114
H -0.87654 1.19953 -3.11039
H 3.35833 2.45103 0.13837
*
```

=====

[5]
Formula: C42H77BF4N14
Source: OMol25
Level of theory: the ωB97M-V functional and the def2-TZVPD basis

Summary:
- Frontier orbital gap: 9.4 eV
- HOMO: -0.771 Eh
- Energy relative to the best compared isomer or geometry (same formula, charge and spin): 143.3 kcal/mol

ORCA input file:
```
! RIJCOSX wB97M-V def2-TZVPD def2/J DEFGRID3
* xyz 6 1
C 34.10627 0.04356 9.58908
C 33.87659 0.09194 11.11658
N 32.51843 0.63283 11.35182
C 31.67070 0.02001 12.29339
C 30.51176 0.76487 12.18276
N 30.59765 1.72480 11.18185
C 31.87551 1.75666 10.70982
C 29.49913 2.58793 10.71109
H 33.84237 0.97220 9.08302
H 33.57828 -0.75795 9.07245
H 35.19035 0.08729 9.48447
H 34.56549 0.73435 11.66505
H 34.07590 -0.90035 11.52121
H 31.96199 -0.77237 12.96695
H 29.58826 0.59871 12.71748
H 32.37972 2.33710 9.95135
H 28.85621 2.82829 11.55784
H 28.94211 2.11951 9.89966
H 29.90577 3.47331 10.22238
C 26.47291 -2.83946 13.07859
C 27.97476 -2.76957 12.56699
N 28.10848 -3.74428 11.45798
C 28.72470 -4.95678 11.47937
C 28.75732 -5.47294 10.16857
N 28.12801 -4.51818 9.38526
C 27.83310 -3.45463 10.18802
C 27.87808 -4.57585 7.99447
H 26.34890 -3.79832 13.58188
H 25.77710 -2.65454 12.26020
H 26.17232 -2.04187 13.75799
H 28.72466 -3.04458 13.30869
H 28.33292 -1.79164 12.24531
H 29.03242 -5.30954 12.45264
H 29.06878 -6.41213 9.73576
H 27.14131 -2.71943 9.80421
H 27.15874 -3.82697 7.66306
H 27.37629 -5.50618 7.72840
H 28.85267 -4.53512 7.50804
C 23.90802 4.25755 9.80613
C 24.59275 5.53767 9.37554
N 23.85717 6.72797 9.64871
C 23.21689 7.01179 10.82032
C 22.40447 8.09335 10.60823
N 22.61938 8.55464 9.33066
C 23.54817 7.67782 8.73841
C 21.71548 9.48374 8.59887
H 23.49054 4.29028 10.81248
H 24.59958 3.41812 9.73411
H 23.08222 3.98376 9.14948
H 24.84991 5.50037 8.31697
H 25.54281 5.69049 9.88751
H 23.38550 6.40423 11.69716
H 21.75239 8.56597 11.32783
H 23.85682 7.59023 7.70717
H 22.37000 10.04084 7.92854
H 21.33346 10.22966 9.29585
H 20.95694 8.99499 7.98745
C 23.96959 -0.98087 15.20991
C 23.71562 0.50268 14.90540
N 24.82885 1.38803 14.96242
C 25.96501 1.35405 14.24401
C 26.79828 2.26451 14.84727
N 26.16384 2.83601 15.92690
C 24.88064 2.30923 16.00104
C 26.73088 3.71728 16.94359
H 24.73453 -1.13899 15.97014
H 24.34578 -1.42883 14.29018
H 23.11009 -1.59533 15.47787
H 22.90917 0.75697 15.59320
H 23.28485 0.53449 13.90464
H 26.24608 0.67950 13.44879
H 27.85629 2.40796 14.68470
H 24.06959 2.53343 16.67804
H 27.70959 3.35982 17.26369
H 26.15464 3.58288 17.85900
H 26.65470 4.71541 16.51229
C 26.88001 3.45318 7.60739
C 26.31602 2.32222 6.67269
N 27.18437 1.95497 5.55331
C 26.82326 1.16618 4.44259
C 27.88407 1.03808 3.56548
N 28.93625 1.84959 4.10466
C 28.46652 2.37002 5.30223
C 30.18145 2.11997 3.49677
H 26.24580 3.45521 8.49388
H 27.07290 4.34159 7.00604
H 27.85566 3.14672 7.98460
H 25.32115 2.54561 6.28742
H 26.09526 1.34570 7.10369
H 25.80204 0.83889 4.31459
H 27.87169 0.49911 2.62966
H 29.05643 3.06947 5.87598
H 30.60710 3.08505 3.77162
H 30.04593 1.94494 2.42948
H 30.93425 1.39377 3.80341
C 21.93730 0.93592 11.12391
C 20.83250 1.34493 10.03702
N 20.44644 2.79791 9.97928
C 20.61910 3.72921 10.95804
C 19.97914 4.95395 10.71923
N 19.43540 4.77424 9.43896
C 19.80102 3.51629 8.92502
C 18.72500 5.81342 8.64631
H 22.79846 1.60331 11.09082
H 22.36398 -0.02372 10.83215
H 21.58245 0.93637 12.15453
H 19.95696 0.90723 10.51656
H 21.01488 0.95587 9.03529
H 21.10932 3.46436 11.88321
H 19.91563 5.92934 11.17856
H 19.40921 3.22572 7.96145
H 17.65059 5.80856 8.82997
H 18.76171 5.37886 7.64735
H 19.25462 6.76070 8.74759
C 22.81854 -3.87775 12.94531
C 22.16453 -4.33184 11.59551
N 22.12481 -3.36102 10.49073
C 23.13350 -2.47974 10.06279
C 22.57532 -1.88991 8.94018
N 21.29089 -2.35528 8.66348
C 21.06502 -3.34165 9.60864
C 20.42612 -2.07773 7.48529
H 22.03657 -3.35738 13.49833
H 23.81313 -3.44434 12.84029
H 23.12538 -4.79054 13.45597
H 21.15988 -4.70557 11.79324
H 22.73219 -5.15958 11.17041
H 24.09317 -2.37191 10.54633
H 22.95974 -1.18884 8.21415
H 20.36496 -4.15323 9.47580
H 19.67160 -1.35156 7.78776
H 19.88137 -2.92964 7.07835
H 21.03284 -1.50904 6.78060
B 25.78234 -0.05441 10.62363
F 25.16999 -0.52137 11.79098
F 25.38961 -0.89622 9.62624
F 25.41984 1.31470 10.37854
F 27.15933 -0.08772 10.72224
*
```

=====

[6]
Formula: C6H12N2
Source: OMol25
Level of theory: the ωB97M-V functional and the def2-TZVPD basis

Summary:
- Frontier orbital gap: 9.9 eV
- HOMO: -0.326 Eh
- Structure (SMILES): CN1N2C(C)(C)[C@]12C
- Energy relative to the best compared isomer or geometry (same formula, charge and spin): 78.1 kcal/mol

ORCA input file:
```
! RIJCOSX wB97M-V def2-TZVPD def2/J DEFGRID3
* xyz 0 1
C 2.07366 1.08536 -0.53901
N 0.97165 0.45984 -1.24022
N -0.42845 0.77963 -1.00631
C -0.58098 0.22879 0.37044
C 0.06945 0.82893 1.60559
C -2.01284 -0.20512 0.62835
C 0.10590 -0.53293 -0.70571
C -0.17346 -1.85705 -1.33080
H 1.87178 2.14591 -0.39019
H 2.33328 0.62062 0.41389
H 2.93150 0.99775 -1.20863
H 0.49092 1.81029 1.40662
H -0.69040 0.94941 2.37532
H 0.84710 0.17916 2.00447
H -2.58870 0.62942 1.02238
H -2.03148 -1.01735 1.35324
H -2.48082 -0.53849 -0.29369
H 0.69349 -2.16233 -1.91087
H -0.36896 -2.59772 -0.55775
H -1.03263 -1.80413 -1.99710
*
```

=====

| no. | maximum force (eV/A) | electronic energy (a.u.) |
| --- | --- | --- |
| 1 | 7.07 | -2118.0977 |
| 2 | 0.65 | -1531.2234 |
| 3 | 2.91 | -3760.6235 |
| 4 | 1.73 | -13101.1128 |
| 5 | 5.48 | -2835.3918 |
| 6 | 1.18 | -345.2034 |